Molecular formula: C25H24Br2ClN4O3PbSSbSe4
Method: DFT, ωB97M-V with the def2-TZVPD basis set

The geometry in XYZ format:
```
66
Properties=species:S:1:pos:R:3:forces:R:3
Pb 0.59441 1.49909 -2.93097 0.04 -0.04 0.00
C -1.37081 -4.31459 -4.29242 -0.01 -0.02 -0.01
C -1.89238 -2.98164 -3.84895 -0.02 -0.02 0.02
C -3.23826 -2.65355 -3.86322 0.02 0.00 0.00
C -3.65642 -1.39793 -3.44607 -0.01 0.02 0.00
C -2.68170 -0.51509 -3.02132 0.00 -0.04 -0.01
Br -3.18711 1.20664 -2.39729 0.01 0.00 0.01
N -1.39612 -0.79607 -2.99178 0.00 0.03 0.02
C -1.01229 -1.99855 -3.40874 0.01 0.01 0.01
H -2.16962 -4.92841 -4.71018 0.00 0.00 0.01
H -0.92430 -4.85705 -3.45539 0.00 0.00 0.00
H -0.60612 -4.16885 -5.05807 0.00 0.01 0.00
H -3.96747 -3.37617 -4.21256 0.00 0.00 0.00
H -4.69671 -1.10763 -3.45221 0.00 0.00 0.00
H 0.05488 -2.18747 -3.38975 0.00 0.00 -0.01
Se 0.14314 -1.97153 -6.87368 -0.01 -0.01 0.00
Sb 1.36715 0.07045 -6.37721 -0.01 0.01 0.00
Se 2.36313 -0.56687 -3.96501 0.01 0.06 -0.01
Se -0.39741 1.71772 -5.44892 0.01 0.00 0.00
Se 3.33453 1.54806 -3.53357 -0.02 -0.02 0.02
C 2.78834 0.36906 2.32887 -0.01 0.03 -0.04
C 2.85093 1.75158 1.74575 -0.02 -0.01 -0.04
C 3.55065 2.78416 2.35373 0.01 0.03 0.05
C 3.55770 4.04853 1.78531 0.03 0.01 0.01
C 2.85185 4.21019 0.60680 0.04 -0.02 0.03
Br 2.84016 5.93654 -0.21856 0.01 0.06 -0.03
N 2.17791 3.26739 -0.00166 -0.05 -0.02 0.02
C 2.17782 2.06254 0.56813 -0.01 -0.03 -0.02
H 3.19449 0.36194 3.33997 -0.01 0.01 0.00
H 3.35742 -0.33386 1.71551 -0.01 -0.01 -0.01
H 1.74929 0.03943 2.37441 0.00 -0.02 0.02
H 4.05813 2.61075 3.29486 0.00 0.02 -0.01
H 4.07793 4.87663 2.24397 -0.01 0.00 0.00
H 1.59582 1.30144 0.05866 0.01 -0.01 0.00
S 1.66277 2.80747 5.43201 0.02 0.01 -0.01
C 1.12747 3.92503 4.30146 -0.01 -0.04 -0.02
N 0.40205 3.50464 3.21184 0.00 0.00 -0.03
C -0.05921 4.32991 2.26471 0.02 -0.02 0.04
C 0.18488 5.67299 2.36716 -0.03 0.00 -0.02
C 0.93516 6.06790 3.47729 0.06 -0.02 0.00
N 1.39217 5.25818 4.40626 -0.01 0.03 -0.01
H 0.18372 2.48267 3.04943 -0.03 -0.01 0.05
H -0.60215 3.82781 1.46468 0.00 0.01 0.00
H -0.15007 6.37022 1.61600 0.00 0.00 0.00
H 1.19161 7.11755 3.60525 -0.02 0.00 0.01
C 0.17774 -3.23753 2.96648 -0.01 0.02 0.02
C -0.67903 -3.59914 1.78932 -0.01 0.00 -0.01
C -0.96668 -4.91104 1.46257 0.00 0.01 0.01
C -1.75844 -5.20390 0.35959 0.00 -0.01 -0.01
Cl -2.10245 -6.87840 -0.02420 0.00 0.00 -0.01
C -2.26760 -4.20028 -0.43325 0.00 0.00 0.00
C -1.98893 -2.87327 -0.11885 -0.01 0.00 -0.02
C -1.20379 -2.56874 0.98699 0.03 -0.03 0.01
O -0.87844 -1.32563 1.38481 0.01 0.01 -0.01
C -1.37061 -0.22299 0.63298 0.06 0.01 -0.07
C -0.98246 1.10921 1.28429 -0.01 0.04 0.13
O -1.33436 2.11045 0.63358 0.00 -0.02 -0.01
O -0.36071 1.06958 2.37653 -0.03 0.00 -0.08
H 0.46404 -4.12847 3.52556 0.01 0.00 -0.01
H -0.34512 -2.54711 3.62981 0.00 -0.01 0.00
H 1.07901 -2.71340 2.64332 0.01 -0.01 -0.01
H -0.57087 -5.71698 2.06801 0.00 0.00 0.00
H -2.87085 -4.43502 -1.29980 0.00 0.00 0.00
H -2.37925 -2.09086 -0.75339 0.00 0.01 0.00
H -2.46058 -0.27042 0.55296 -0.01 0.04 0.02
H -0.95797 -0.23731 -0.38185 -0.03 -0.04 0.00
```
Forces are in eV/Å.

Calculated values
Kohn-Sham gap = 5.98 eV
ΔE to the lowest compared entry with this formula, charge and spin = 0.0 kcal/mol
LUMO energy = 0.137 Ha
Total charge = -2
Calculated total energy = -17457.3357 hartree
Maximum force = 0.14 eV Å⁻¹

=====

Molecular formula: C10H16O
Method: DFT, ωB97M-V with the def2-TZVPD basis set

The geometry in XYZ format:
```
27
Properties=species:S:1:pos:R:3:forces:R:3
C -1.55095 -1.38031 -1.45180 1.05 -1.87 -0.57
C -1.50967 -1.03528 2.31281 -0.78 -0.07 -0.24
C -1.60895 -1.58186 1.04514 0.42 -0.33 0.18
C -1.64882 0.33291 2.43866 1.03 0.89 1.16
C -1.69306 -0.78714 -0.08627 -0.38 0.11 -0.75
C -1.73894 1.16315 1.34153 -0.66 -0.30 -1.02
C -1.80743 0.57806 0.07465 0.32 0.74 0.65
O -1.55343 0.84128 3.72585 0.05 0.14 -0.07
H -1.40674 -1.63259 3.20968 0.04 -0.03 -0.10
H -1.54315 -2.65301 0.91241 0.06 -0.09 0.06
H -1.15393 1.72613 3.72741 -0.33 -0.40 -0.21
H -1.83898 2.24273 1.37861 0.09 -0.09 0.47
H -2.35411 -1.46569 -2.17993 -0.51 0.62 0.37
H -1.19967 -2.41951 -1.37423 -0.46 -0.15 0.44
H -1.89778 1.26045 -0.75948 0.04 -0.21 -0.27
H -0.67418 -1.03497 -1.98611 -0.14 0.94 -0.11
C 2.25056 1.09076 -0.89093 0.11 0.19 -0.24
C 3.13146 0.00687 -0.25487 -0.04 0.24 -0.72
C 1.52235 0.67010 -2.15950 -0.32 -1.09 0.46
H 1.51249 1.39447 -0.15146 -0.27 0.02 -0.02
H 2.83217 1.99526 -1.10453 0.12 -0.13 0.18
H 4.09098 -0.01312 -0.78469 0.07 -0.02 0.47
H 2.10545 0.39614 -3.02907 0.67 0.58 -0.18
H 1.05249 -0.29115 -1.95411 -0.34 0.05 0.21
H 2.71531 -1.00050 -0.37546 -0.20 0.23 0.15
H 3.22799 0.23332 0.80702 0.43 -0.21 -0.08
H 0.73854 1.36350 -2.43133 -0.10 0.24 -0.20
```
Forces are in eV/Å.

Calculated values
Kohn-Sham gap = 9.41 eV
ΔE to the lowest compared entry with this formula, charge and spin = 27.5 kcal/mol
SMILES string = Cc1ccc(O)cc1.CCC
LUMO energy = 0.030 Ha
Total charge = 0
Calculated total energy = -465.8540 hartree
Maximum force = 2.22 eV Å⁻¹

=====

Molecular formula: C21H17N5O5RhS2
Method: DFT, ωB97M-V with the def2-TZVPD basis set

The geometry in XYZ format:
```
51
Properties=species:S:1:pos:R:3:forces:R:3
Rh 1.13718 -0.65655 1.17592 0.92 -1.03 0.01
N 4.83765 -0.96796 3.42299 -0.03 -0.15 -0.14
C 3.57909 -1.04899 2.85287 0.32 0.06 -0.03
S 3.44159 -0.59067 1.18980 -0.02 0.57 -0.04
N 2.62565 -1.48504 3.59611 -0.31 -0.18 -0.15
N 1.40177 -1.60296 2.91779 0.22 0.54 0.72
C 0.42855 -1.82160 3.72930 -0.13 -0.32 0.10
C -0.95434 -2.04310 3.40786 0.13 0.22 0.24
C -1.81123 -2.41603 4.45496 0.00 -0.01 0.01
C -3.13638 -2.70950 4.23663 -0.02 0.06 -0.11
C -3.62999 -2.61184 2.92430 -0.01 -0.04 0.08
C -2.82130 -2.22203 1.88643 0.06 -0.04 -0.04
C -1.44979 -1.91402 2.09215 0.02 -0.08 -0.26
O -0.71075 -1.57987 1.09037 -0.55 0.76 -0.26
H 5.46683 -0.33143 2.96713 -0.02 0.10 0.05
H 4.84114 -0.94437 4.42895 -0.01 0.00 0.03
H 0.70785 -1.86375 4.77934 0.01 -0.25 -0.01
H -1.39694 -2.48466 5.45594 0.00 0.00 -0.01
H -3.78287 -3.00471 5.05217 0.00 0.00 0.00
H -4.66894 -2.85369 2.72573 0.00 0.04 0.00
H -3.19562 -2.14429 0.87301 -0.01 0.01 0.02
O 0.88001 0.32107 -0.62465 0.17 -0.20 -0.25
C 1.23500 -0.64928 -1.37458 -0.17 0.00 0.14
O 1.55066 -1.75562 -0.89774 -0.20 -0.19 -0.16
C 1.25765 -0.40585 -2.84979 -0.02 0.06 -0.04
C 1.10211 -1.46940 -3.72472 0.07 -0.01 -0.06
C 1.09322 -1.27460 -5.11033 0.00 -0.04 0.07
C 1.26030 0.01404 -5.54982 -0.05 -0.09 -0.07
O 1.30556 0.46501 -6.84773 0.03 0.10 -0.04
C 1.41924 1.88574 -6.76234 0.00 -0.07 0.10
O 1.56988 2.24163 -5.39248 0.03 -0.01 -0.11
C 1.41826 1.07200 -4.67890 -0.01 0.10 0.08
C 1.41524 0.90560 -3.32057 -0.06 0.00 0.05
H 0.99009 -2.46065 -3.30662 0.00 0.01 0.00
H 0.95919 -2.09344 -5.80416 0.02 0.01 0.01
H 0.51275 2.34743 -7.16344 -0.05 0.00 0.01
H 2.29671 2.21161 -7.32259 0.04 0.00 0.00
H 1.52161 1.72742 -2.62517 -0.01 -0.02 0.00
C -1.61023 3.65715 -1.11078 0.00 -0.03 0.02
C -1.65771 2.90967 0.19124 0.10 -0.01 -0.04
C -2.85555 2.61046 0.82658 -0.07 0.02 -0.06
C -2.76831 1.90803 2.01077 0.06 -0.10 0.08
N -1.61263 1.50147 2.52620 -0.05 0.03 -0.01
C -0.51162 1.81250 1.83320 0.07 -0.08 0.06
S 1.05123 1.22952 2.46241 -0.47 0.20 -0.12
N -0.49281 2.52321 0.70022 -0.01 0.12 0.10
H -2.43807 4.36147 -1.20199 0.00 -0.01 0.00
H -1.67052 2.94798 -1.93987 0.01 0.00 0.01
H -0.66126 4.18306 -1.19399 -0.01 0.01 0.00
H -3.80886 2.91853 0.41698 0.01 0.00 0.01
H -3.66029 1.65126 2.57489 0.01 -0.01 0.00
```
Forces are in eV/Å.

Calculated values
Kohn-Sham gap = 6.92 eV
ΔE to the lowest compared entry with this formula, charge and spin = 10.2 kcal/mol
LUMO energy = 0.093 Ha
Total charge = -1
Calculated total energy = -2367.4949 hartree
Maximum force = 1.39 eV Å⁻¹

=====

Molecular formula: C14H18N8RhS5
Method: DFT, ωB97M-V with the def2-TZVPD basis set

The geometry in XYZ format:
```
46
Properties=species:S:1:pos:R:3:forces:R:3
Rh -0.58614 -0.08039 -0.24721 0.40 -1.45 1.69
S -1.93816 1.57505 0.97746 1.05 -0.73 -2.02
C -2.21453 0.76480 2.46387 0.18 -2.39 0.32
C -2.49122 1.62058 3.54313 0.02 0.19 0.33
N -2.67065 2.38904 4.37499 -0.17 0.35 0.41
C -2.15607 -0.61297 2.60627 0.01 2.28 -0.64
S -1.72468 -1.67718 1.34218 0.64 0.27 -1.64
C -2.48589 -1.20315 3.84271 -0.13 -0.17 0.34
N -2.76551 -1.70881 4.83185 -0.10 -0.22 0.44
N 0.85149 -1.99099 -1.17616 -0.71 0.60 -0.09
N 2.09669 -2.21021 -0.59190 0.46 -0.32 -0.28
C 2.49128 -1.55245 0.51116 -0.44 0.21 0.10
N 3.70689 -1.82708 0.99219 -0.01 -0.12 -0.21
S 1.53299 -0.44579 1.32616 -1.09 0.85 0.01
H 0.26425 -2.82843 -1.14401 0.22 0.24 0.16
H 0.94588 -1.69343 -2.14829 0.16 -0.09 0.21
H 2.73290 -2.87551 -1.02311 -0.31 0.15 0.02
H 4.34462 -2.45008 0.52790 0.03 -0.06 0.04
H 4.01414 -1.35218 1.82313 0.01 0.01 0.00
S 0.72078 1.66210 -1.31974 0.55 -0.80 -0.08
C -0.17487 3.08991 -1.10750 -0.35 0.61 0.18
N 0.23414 4.00432 -0.17856 -0.54 -0.30 -0.57
C -0.43860 5.14880 0.06827 -0.01 0.20 0.01
C -1.55526 5.46545 -0.64798 -0.20 -0.34 -0.34
C -2.00560 4.56670 -1.63815 0.26 0.31 0.53
C -1.32228 3.40091 -1.85890 0.11 -0.05 0.25
H 1.04821 3.76988 0.37885 -0.05 -0.11 -0.07
H -0.05552 5.78368 0.85262 0.10 -0.04 0.01
H -2.09421 6.37513 -0.44907 0.02 0.12 0.09
H -2.89710 4.79264 -2.20240 -0.06 0.06 -0.08
H -1.65592 2.67794 -2.58684 0.07 -0.05 -0.07
S -1.73120 -1.01264 -2.30053 0.55 0.61 0.97
C -3.30091 -0.41276 -2.52038 -0.08 0.17 0.09
N -3.82078 0.48141 -1.69128 0.24 -0.14 -0.12
C -5.16321 0.99875 -1.85117 -0.41 0.07 -0.15
C -5.52097 1.01242 -3.33467 0.03 -0.17 0.16
C -5.31175 -0.37795 -3.92405 -0.50 0.19 -0.03
N -3.98519 -0.84551 -3.57634 0.03 -0.11 -0.06
H -3.26304 0.75648 -0.88308 -0.08 -0.12 -0.01
H -5.19460 2.00535 -1.43221 0.00 -0.08 0.01
H -5.87405 0.37616 -1.29560 0.06 0.10 -0.02
H -4.88457 1.72602 -3.86142 -0.05 0.05 0.00
H -6.55997 1.30994 -3.44964 -0.02 0.05 -0.09
H -5.39416 -0.35114 -5.01282 0.00 -0.02 0.12
H -6.06668 -1.07506 -3.54357 0.05 0.07 -0.05
H -3.55096 -1.55050 -4.15263 0.04 0.10 0.11
```
Forces are in eV/Å.

Calculated values
Kohn-Sham gap = 5.55 eV
LUMO energy = -0.157 Ha
Total charge = +1
Calculated total energy = -3083.6420 hartree
Maximum force = 2.42 eV Å⁻¹